43
Properties=species:S:1:pos:R:3:forces:R:3:mulliken_charge:R:1 method="wB97M-V/def2-TZVPD" total_energy_ev=-22159.421 multiplicity=1 max_force_ev_per_a=1.07 total_charge=+2 homo_lumo_gap_ev="6.4433 / 6.6210"
C 1.9653 2.8519 0.2184 0.2 1.0 -0.3 -1.30
H 2.1671 3.8342 0.6663 0.2 -0.3 0.0 0.40
H 2.3342 2.9207 -0.8108 0.0 0.0 0.0 0.28
H 2.5797 2.1306 0.7283 0.0 -0.5 0.4 0.33
C 0.4605 2.6787 0.2024 0.3 -0.4 0.3 0.82
H 0.1969 1.7463 -0.3207 -0.1 0.1 0.1 -0.45
H 0.0546 2.5855 1.2213 0.1 0.0 -0.2 0.24
C -0.1547 3.8716 -0.4875 -1.1 0.1 -0.1 -1.43
H -1.2489 3.7541 -0.5179 0.3 0.2 -0.1 0.34
H 0.0687 4.8086 0.0270 0.0 -0.1 0.1 0.42
H 0.1919 3.9882 -1.5124 0.1 -0.1 -0.1 0.33
C -0.7351 -1.9546 -0.2422 0.4 -0.7 0.6 1.07
C -1.1310 -0.9332 -1.1436 -0.3 0.1 -0.3 0.76
C 0.0405 -0.3987 -1.7452 -0.2 0.4 -0.5 0.43
C 1.1545 -1.0788 -1.2133 0.9 0.0 -0.2 0.98
C 0.6848 -2.0798 -0.3057 -0.3 -0.3 -0.1 -0.61
C 1.5186 -3.1747 0.2664 0.1 0.0 0.3 -1.11
C 2.5712 -0.8569 -1.5875 0.3 0.4 0.1 -1.56
C 0.0868 0.6257 -2.8125 -0.2 0.2 -0.2 -1.23
C -2.5202 -0.5766 -1.4707 -0.3 0.5 0.0 -1.75
C -1.6346 -2.8051 0.5674 -0.6 -0.1 0.1 -1.33
In 0.8300 -1.4222 2.5590 -0.1 0.7 0.4 0.84
H 3.2563 -1.0547 -0.7444 -0.3 -0.1 -0.4 0.41
H 2.8737 -1.5152 -2.4282 -0.2 0.2 0.3 0.36
H 2.7380 0.1860 -1.9087 -0.1 -0.5 0.0 0.37
H 2.5103 -2.8011 0.5737 -0.2 -0.3 -0.2 0.45
H 1.0459 -3.6551 1.1399 0.1 0.0 -0.4 0.35
H 1.6614 -3.9721 -0.4787 0.1 0.2 0.1 0.36
H -2.6309 -2.3451 0.6356 0.3 -0.3 0.0 0.34
H -1.7521 -3.8018 0.1032 0.0 0.3 0.2 0.35
H -1.2812 -2.9723 1.6022 -0.1 0.0 -0.4 0.23
H -2.5832 0.4415 -1.8753 0.0 -0.3 0.1 0.41
H -2.9315 -1.2544 -2.2374 0.1 0.1 0.2 0.37
H -3.1834 -0.6343 -0.6001 0.1 -0.1 -0.2 0.45
H 0.6742 1.5069 -2.5176 0.0 -0.2 0.0 0.24
H 0.5530 0.2221 -3.7258 0.0 0.0 0.3 0.38
H -0.9157 0.9716 -3.0820 0.2 -0.1 0.1 0.37
C -1.4952 -0.0782 4.2180 -0.6 0.2 0.8 -0.56
O -1.3595 0.0505 2.8090 0.1 -0.1 -0.7 -0.37
H -0.7437 -0.7951 4.5722 -0.1 0.1 0.1 0.20
H -2.4889 -0.4685 4.4816 0.4 0.1 0.0 0.28
H -1.3253 0.8839 4.7181 0.0 -0.3 -0.1 0.28
H -2.1031 0.5700 2.4585 0.4 -0.2 0.1 0.28